# 1
Formula: C3H6FN
Source: the OMol25 dataset
Level of theory: ωB97M-V/def2-TZVPD

Structure (XYZ):
```
11
Properties=species:S:1:pos:R:3:forces:R:3:lowdin_charge:R:1
C 0.527726 -0.014730 -0.709184 -1.558 -1.770 3.532 -0.32
C 0.208773 0.825624 0.408002 0.623 6.930 1.636 -0.21
C -0.944068 0.380847 -0.329377 0.290 -3.146 0.163 -0.18
H -0.090481 -1.996731 -0.316500 4.034 2.326 2.062 0.16
H 1.033802 -0.682678 1.379112 -0.517 -3.717 -4.492 0.27
H 0.719173 0.350181 -1.634944 1.934 0.525 -2.543 0.09
H 0.237404 0.257058 1.301853 0.113 0.624 1.312 0.03
H 0.518137 2.025503 0.587270 -1.164 -3.293 -0.808 0.18
H -1.636452 1.061985 -0.766036 -0.506 -0.249 -0.632 0.13
N 0.887420 -1.305287 -0.040095 -1.340 -0.785 -0.370 -0.05
F -1.461438 -0.901768 0.119904 -1.908 2.556 0.140 -0.12
```
Forces are in eV/Å.

Properties
* LUMO level: 0.42 eV
* HOMO energy: -8.626 eV
* HOMO-LUMO gap: 9.045 eV
* energy relative to the best compared isomer or geometry (same formula, charge and spin): 599.8 kJ/mol

---

# 2
Formula: C4H6N4
Source: the OMol25 dataset
Level of theory: ωB97M-V/def2-TZVPD

Structure (XYZ):
```
14
Properties=species:S:1:pos:R:3:forces:R:3:lowdin_charge:R:1
C -0.015716 -0.841764 1.357383 1.669 -2.423 2.724 -0.07
C 0.322463 -0.085457 0.185483 1.128 1.956 -1.740 -0.29
C 0.381355 0.960724 -1.795525 2.777 -0.576 -0.311 -0.09
C -0.484414 0.427780 -0.850713 1.291 -1.446 0.744 -0.28
H -0.925692 -1.424571 1.312782 -0.213 -0.174 -0.601 0.07
H 0.845032 -1.606466 1.568439 -1.479 1.259 -0.252 0.12
H -0.158874 -0.288269 2.306251 0.358 0.169 -0.569 0.09
H 2.494640 -0.098662 0.338417 -1.906 0.905 -1.209 0.19
H 0.185208 1.290864 -2.807707 -0.091 0.203 0.287 0.11
H -1.729912 0.595909 0.786401 -2.150 -0.974 -0.617 0.09
N 1.612431 0.244999 -0.156643 0.220 -0.566 -0.377 0.01
N 1.692234 0.836854 -1.412550 -2.113 -0.051 1.087 0.04
N -1.791681 -0.048261 -0.944618 -0.841 0.473 -0.359 -0.03
N -2.427075 0.036320 0.112599 1.349 1.246 1.194 0.05
```
Forces are in eV/Å.

Properties
* LUMO level: 0.65 eV
* HOMO energy: -9.313 eV
* HOMO-LUMO gap: 9.966 eV
* energy relative to the best compared isomer or geometry (same formula, charge and spin): 300.3 kJ/mol

---

# 3
Formula: C5H24O11
Source: the OMol25 dataset
Level of theory: ωB97M-V/def2-TZVPD

Structure (XYZ):
```
40
Properties=species:S:1:pos:R:3:forces:R:3:lowdin_charge:R:1
O -0.956312 -0.230877 0.072594 -0.034 -0.204 -0.167 -0.05
H -0.239362 -0.188487 0.705384 0.214 -0.061 0.224 0.03
H -1.268332 0.671333 0.002664 -0.164 0.256 -0.064 0.02
O -2.332192 -0.343517 5.166154 0.020 -0.247 -0.180 -0.05
H -1.771152 0.430863 5.123864 0.142 0.264 -0.012 0.02
H -2.750772 -0.289977 6.025314 -0.129 0.005 0.211 0.03
O -2.663912 -4.664887 -0.478416 -0.142 -0.151 -0.183 -0.05
H -2.312832 -3.792587 -0.657526 0.076 0.258 -0.053 0.03
H -2.391942 -4.853247 0.419804 0.095 -0.083 0.281 0.02
O 2.168118 -0.841517 3.458764 -0.112 0.122 -0.203 -0.05
H 2.897958 -1.460477 3.479924 0.216 -0.143 -0.051 0.03
H 1.804178 -0.869257 4.343644 -0.134 0.033 0.231 0.03
O -2.986132 3.608543 -0.955256 0.188 -0.220 -0.066 -0.05
H -2.745462 4.509703 -1.170276 0.097 0.230 -0.065 0.03
H -3.830132 3.685213 -0.510266 -0.250 -0.051 0.110 0.03
O -0.839592 -4.750767 3.487484 -0.105 -0.185 -0.150 -0.05
H 0.075298 -4.710227 3.765994 0.230 -0.032 0.028 0.03
H -1.231802 -3.949507 3.834424 -0.169 0.254 0.081 0.03
O -2.835232 1.558923 -4.912646 -0.050 -0.200 -0.071 -0.05
H -2.623302 1.965253 -4.072276 0.004 0.075 0.311 0.02
H -2.549992 2.197133 -5.566516 0.044 0.132 -0.206 0.03
C 2.921658 0.469993 -3.755596 -0.562 0.656 1.426 -0.03
C 2.705308 -1.011127 -3.459016 0.445 2.323 -1.785 -0.29
C 1.701318 -1.576707 -4.474056 -1.590 -0.583 1.431 -0.10
O 2.381518 -2.670947 -4.986926 -0.338 -1.493 -1.464 0.08
C 3.667778 -2.627087 -4.705746 0.999 -0.103 0.612 -0.58
O 4.481768 -3.436047 -5.008916 0.108 -0.052 -0.348 0.17
O 3.913058 -1.530507 -3.959836 1.289 -1.331 0.147 0.06
H 3.750598 0.871843 -3.172946 0.165 -0.193 -0.016 0.08
H 2.059938 1.049233 -3.423926 -0.214 0.148 -0.346 0.08
H 3.149558 0.624863 -4.810196 -0.250 -0.100 0.085 0.10
H 2.638658 -1.269087 -2.402076 -0.569 -0.039 -0.140 0.16
H 1.328868 -0.940737 -5.277126 0.583 0.451 0.067 0.14
H 0.806378 -2.011207 -4.028656 -0.094 0.314 0.344 0.14
C -0.974242 4.399683 4.924514 -0.467 1.885 1.310 -0.16
O -0.937212 3.700403 6.165394 0.212 -1.197 -0.448 -0.13
H -0.745962 3.816583 4.032334 0.015 -0.260 0.547 0.08
H -1.931002 4.916893 4.852404 -0.503 -0.493 -0.590 0.07
H -0.329872 5.271463 5.038024 0.749 -0.160 -0.587 0.07
H -1.205202 4.270873 6.889514 -0.017 0.177 -0.253 0.07
```
Forces are in eV/Å.

Properties
* LUMO level: -0.02 eV
* HOMO energy: -10.665 eV
* HOMO-LUMO gap: 10.647 eV
* energy relative to the best compared isomer or geometry (same formula, charge and spin): 0.0 kJ/mol